Entry from OMol25: a molecular structure, C20H59BrNO17S2 in a non-equilibrium geometry (wB97M-V/def2-TZVPD).

The lowest unoccupied orbital energy is 1.55 eV. As for the spin multiplicity: 1. The HOMO energy comes out at -6.6 eV. Its total charge is -1. As for the HOMO-LUMO gap: 8.1341 eV.

```
100
Properties=species:S:1:pos:R:3:forces:R:3:mulliken_charge:R:1
O 1.986946 1.714875 1.647704 -2.6 0.0 -0.8 -0.50
S 0.533087 1.958434 1.909813 4.8 2.3 1.2 0.65
O 0.395774 2.127121 3.364561 -1.5 -0.4 -1.5 -0.58
Br -0.516559 0.086171 1.333925 0.0 0.1 0.0 0.00
N 0.121221 3.294017 1.009389 -2.0 -2.2 1.2 -0.41
S -1.536099 3.484704 0.830556 -1.0 1.8 -3.5 1.18
O -1.779077 4.805275 0.211607 1.1 -0.8 1.6 -0.79
O -2.156948 2.491650 -0.074778 1.1 -0.1 2.0 -0.53
C -2.455591 3.525627 2.438086 -1.7 -0.7 0.5 -1.09
C -3.720530 2.595014 2.258487 0.0 -0.1 0.2 0.52
C -3.595452 1.224915 2.724978 -2.2 0.7 -1.0 -0.24
C -4.722201 0.321448 2.541660 0.5 2.3 -0.5 -0.75
C -5.920814 0.838070 1.896879 0.8 0.5 0.1 -0.33
C -6.051688 2.220311 1.446348 2.3 -0.1 0.8 -0.50
C -4.918825 3.144747 1.628310 -0.2 -2.9 0.8 -0.39
H -1.837629 3.226417 3.318629 -0.3 0.0 -1.0 0.45
H -2.874666 4.547375 2.646433 1.0 -0.7 -0.7 0.43
H -2.637295 0.902323 3.189851 -1.0 0.2 -0.4 0.49
H -4.607003 -0.729955 2.895553 -0.4 1.0 -0.5 0.41
H -6.759146 0.114307 1.742053 0.7 0.9 0.1 0.30
H -6.960856 2.615208 0.936359 0.7 -0.7 0.6 0.32
H -4.978219 4.211098 1.298240 0.2 -1.2 0.3 0.33
C -0.347402 1.216385 -2.668702 -0.2 0.1 0.3 -0.26
O -1.569478 1.391056 -3.380034 -0.1 -0.1 -0.3 -0.53
H 0.450357 1.002537 -3.381551 -0.1 0.0 0.0 0.27
H -0.107340 2.129847 -2.121930 0.2 -0.1 0.1 0.12
H -0.444078 0.380437 -1.972377 0.2 0.1 0.1 0.12
H -2.252617 1.579130 -2.723646 0.1 0.1 0.0 0.28
C 0.472136 -3.594692 0.249483 0.2 -0.1 0.2 -0.64
O 0.067920 -3.372205 1.595536 -0.1 -0.1 0.1 -0.45
H -0.183080 -3.027126 -0.409051 0.0 0.0 0.1 0.22
H 1.502258 -3.258472 0.109945 0.0 0.0 -0.2 0.29
H 0.393317 -4.658611 0.007572 0.0 0.0 -0.2 0.31
H 0.660585 -3.882295 2.158316 -0.1 0.2 0.0 0.24
C 4.032614 3.221729 4.163560 0.1 -0.3 -0.1 -0.50
O 5.319514 2.834109 4.636428 0.5 0.1 -0.2 -0.55
H 3.869104 4.270759 4.407676 0.1 -0.1 0.0 0.35
H 3.982555 3.089862 3.080630 -0.3 0.1 0.0 0.19
H 3.264719 2.613758 4.646790 -0.2 0.1 -0.1 0.22
H 5.435232 1.902218 4.406977 -0.1 0.0 0.3 0.29
C 4.966774 2.198787 -0.658576 -0.3 0.0 0.2 -0.44
O 3.759137 2.363492 -1.374644 -0.2 0.1 -0.1 -0.50
H 5.768119 1.975679 -1.362768 -0.1 0.0 0.0 0.26
H 5.206125 3.120344 -0.120149 0.2 -0.1 0.1 0.17
H 4.866522 1.369944 0.047942 0.2 0.0 0.1 0.20
H 3.074928 2.555696 -0.718447 0.0 -0.1 -0.1 0.29
C -3.139284 -4.938491 2.385103 0.2 -0.1 0.3 -0.46
O -3.545297 -4.713601 3.730526 -0.1 -0.1 0.1 -0.49
H -3.792442 -4.374039 1.721809 0.0 0.0 0.1 0.27
H -2.108682 -4.600683 2.249849 0.0 0.0 -0.3 0.15
H -3.219161 -6.004416 2.150011 0.0 0.0 -0.2 0.27
H -2.953076 -5.222553 4.297071 -0.1 0.1 0.0 0.27
C -0.736208 -7.435445 3.828416 0.1 -0.2 0.2 -0.33
O -1.147532 -7.205132 5.172986 -0.2 0.0 0.1 -0.48
H -1.388183 -6.873226 3.163493 0.0 0.0 0.1 0.02
H 0.294363 -7.098193 3.694602 0.0 0.0 -0.2 0.24
H -0.814041 -8.499967 3.595325 0.0 0.0 -0.2 0.28
H -0.558290 -7.710998 5.743604 -0.1 0.1 0.0 0.28
C 7.638688 5.324327 3.266399 -0.2 -0.4 0.1 -0.47
O 8.114567 3.990361 3.322620 0.1 -0.2 -0.1 -0.52
H 8.487189 5.997560 3.146947 0.0 -0.1 0.0 0.24
H 6.964045 5.438824 2.413611 0.0 0.3 0.1 0.20
H 7.113673 5.567539 4.194048 -0.1 0.2 -0.1 0.22
H 7.340918 3.417995 3.429275 0.1 0.2 0.2 0.32
C -1.567884 1.056307 -6.884547 0.1 0.0 0.4 -0.80
O -0.265907 0.721391 -6.427683 0.0 -0.1 -0.1 -0.41
H -1.574673 1.036615 -7.974997 0.1 -0.1 0.0 0.33
H -2.289183 0.328306 -6.504633 -0.2 0.1 -0.1 0.34
H -1.831806 2.058532 -6.539077 -0.2 0.0 -0.1 0.38
H -0.289477 0.746839 -5.462128 0.0 0.1 -0.1 0.19
C -5.215984 0.600957 -7.905542 0.1 -0.1 0.4 -0.37
O -5.619330 0.816535 -6.560378 -0.1 0.0 0.0 -0.50
H -5.871673 1.169969 -8.562840 0.0 0.0 0.1 0.26
H -4.185977 0.939506 -8.042533 0.0 0.0 -0.2 0.09
H -5.295383 -0.462399 -8.147803 0.1 0.0 -0.2 0.24
H -5.027363 0.305046 -5.997222 -0.1 0.1 0.0 0.31
C 1.079853 3.173184 -8.455721 -0.1 -0.4 0.2 -0.60
O 1.724872 1.947515 -8.153359 0.1 0.0 -0.4 -0.47
H 1.839818 3.931004 -8.642388 0.0 -0.1 0.0 0.24
H 0.458529 3.058206 -9.349260 -0.1 0.2 0.0 0.25
H 0.459663 3.485286 -7.610673 -0.1 0.2 -0.1 0.24
H 1.030790 1.293288 -7.991129 0.2 0.1 0.4 0.29
C 3.779284 -0.721530 4.424359 0.1 -0.1 0.1 -0.37
O 4.875356 -0.129626 5.121003 0.1 0.0 -0.1 -0.50
H 3.489535 -0.064984 3.604684 0.0 0.0 0.1 0.08
H 4.076949 -1.693145 4.020711 -0.1 0.0 -0.1 0.29
H 2.931777 -0.845459 5.102457 -0.1 0.0 -0.2 0.27
H 5.112805 -0.725044 5.839364 0.1 0.2 -0.1 0.26
C -3.883865 -5.605161 7.233242 0.2 -0.2 -0.2 -0.43
O -3.878618 -7.008432 7.002560 0.0 -0.1 0.1 -0.51
H -4.671605 -5.373216 7.948436 0.0 -0.1 0.0 0.27
H -2.920468 -5.291259 7.644315 -0.1 0.2 0.0 0.24
H -4.079717 -5.073861 6.298595 0.0 0.2 0.1 0.14
H -3.175313 -7.191752 6.368212 0.0 0.0 0.0 0.31
C 3.394660 -0.960920 -7.630009 0.2 -0.1 -0.2 -0.31
O 3.385906 -2.365792 -7.875785 0.0 -0.2 0.0 -0.54
H 2.617987 -0.726764 -6.904466 0.0 -0.1 -0.1 0.10
H 4.365750 -0.661642 -7.227888 -0.1 0.2 0.0 0.25
H 3.193859 -0.421788 -8.558255 0.0 0.2 0.1 0.21
H 4.079235 -2.547099 -8.518940 -0.1 0.0 0.1 0.29
```
Forces are in eV/Å.